(1)
Molecular formula: C35H37IP2Ti
Method: DFT, ωB97M-V with the def2-TZVPD basis set

Last column: Mulliken spin population.
Positions of all 76 atoms, in Å:
1 Ti -0.348 0.993 -2.339  1.546
2 C -1.714 1.053 -5.873  0.067
3 C -1.803 -0.244 -5.541  0.008
4 C -1.292 -1.421 -6.312  -0.005
5 C -0.020 -1.095 -7.115  0.001
6 C 1.002 -0.277 -6.358  -0.033
7 C 1.165 1.066 -6.415  0.041
8 C 0.254 2.065 -7.005  0.009
9 C -1.199 1.600 -7.182  -0.002
10 C -0.513 -0.408 -0.330  0.092
11 H -2.316 1.771 -5.293  -0.037
12 H -2.391 -0.585 -4.669  0.001
13 H -2.091 -1.830 -6.953  0.001
14 H -1.035 -2.200 -5.589  0.002
15 H 0.458 -2.064 -7.308  -0.001
16 H -0.315 -0.663 -8.079  0.000
17 H 1.831 -0.874 -5.960  0.000
18 H 2.119 1.488 -6.158  0.009
19 H 0.639 2.452 -7.977  -0.001
20 H 0.221 2.940 -6.324  -0.003
21 H -1.772 2.505 -7.401  0.000
22 H -1.319 0.948 -8.045  0.000
23 H -0.682 0.497 0.282  -0.009
24 H 0.577 -0.551 -0.301  -0.013
25 H -0.948 -1.228 0.230  0.004
26 P -1.549 -0.917 -1.892  0.032
27 P 2.202 0.256 -2.032  -0.005
28 C -0.207 -1.133 -3.098  -0.051
29 C 0.945 -0.231 -3.287  0.148
30 C -2.561 -2.398 -1.765  0.036
31 C -2.867 -3.215 -2.868  0.005
32 C -3.651 -4.356 -2.671  -0.001
33 C -4.124 -4.667 -1.402  0.000
34 C -3.860 -3.836 -0.294  -0.001
35 C -3.093 -2.683 -0.481  0.009
36 C -2.723 0.490 -2.417  0.102
37 C -2.277 1.770 -2.924  -0.374
38 C -3.183 2.816 -3.147  0.037
39 C -4.556 2.590 -3.117  -0.010
40 C -5.023 1.300 -2.801  0.021
41 C -4.131 0.244 -2.473  -0.009
42 C 3.585 -0.875 -1.798  0.003
43 C 3.351 -2.203 -1.380  0.002
44 C 4.403 -3.072 -1.146  0.000
45 C 5.715 -2.580 -1.247  0.000
46 C 5.980 -1.249 -1.558  0.000
47 C 4.897 -0.399 -1.786  -0.002
48 C 2.933 1.872 -2.422  0.006
49 C 3.159 2.861 -1.431  0.010
50 C 3.300 4.202 -1.812  0.002
51 C 3.218 4.547 -3.180  0.004
52 C 3.053 3.544 -4.153  -0.039
53 C 2.959 2.205 -3.784  0.055
54 H -0.033 -2.150 -3.390  0.010
55 H 1.112 0.205 -4.251  -0.059
56 H -2.501 -2.949 -3.871  0.001
57 H -3.917 -4.976 -3.517  0.000
58 H -4.744 -5.537 -1.232  0.000
59 H -4.242 -4.044 0.709  0.000
60 H -2.920 -1.936 0.325  0.000
61 H -1.231 2.085 -3.352  0.383
62 H -2.783 3.797 -3.358  0.011
63 H -5.233 3.423 -3.333  -0.001
64 H -6.118 1.142 -2.784  0.002
65 H -4.554 -0.760 -2.270  0.000
66 H 2.319 -2.500 -1.226  0.000
67 H 4.236 -4.119 -0.883  0.000
68 H 6.546 -3.260 -1.106  0.000
69 H 6.999 -0.852 -1.634  0.000
70 H 5.045 0.665 -1.927  0.001
71 H 3.180 2.590 -0.365  0.001
72 H 3.453 4.983 -1.076  0.001
73 H 3.324 5.592 -3.500  0.000
74 H 2.990 3.784 -5.230  0.001
75 H 2.848 1.400 -4.536  0.001
76 I -0.096 3.038 -0.548  -0.008

Calculated values
Total energy (Eh): -3185.4436
ΔE to the lowest compared entry with this formula, charge and spin (eV): 5.235
Expectation value of S²: 2.012
HOMO energy (alpha / beta) (eV): -6.2 / -6.6
2S+1: 3

=====

(2)
Molecular formula: C45H44BN9SiTi
Method: DFT, ωB97M-V with the def2-TZVPD basis set

Last column: Löwdin charge in e.
Positions of all 101 atoms, in Å:
1 Ti -0.123 0.333 -0.712  0.912
2 C 2.459 -2.908 4.559  -0.041
3 C 2.314 -2.138 3.273  -0.278
4 C 2.701 -0.802 3.171  -0.029
5 C 2.533 -0.096 1.994  -0.038
6 C 1.997 -0.693 0.852  -0.254
7 N 1.867 -0.049 -0.398  -0.054
8 C 3.027 0.372 -1.046  -0.211
9 C 4.272 0.431 -0.399  -0.014
10 C 5.396 0.998 -0.967  -0.042
11 C 5.350 1.545 -2.241  -0.281
12 C 6.533 2.241 -2.863  -0.052
13 C 4.163 1.393 -2.936  0.006
14 C 3.043 0.773 -2.396  -0.116
15 N 1.953 0.518 -3.295  -0.036
16 C 2.016 0.573 -4.648  -0.042
17 C 0.846 0.067 -5.147  -0.026
18 C 0.110 -0.289 -4.014  -0.130
19 N 0.780 -0.024 -2.900  0.033
20 C 1.551 -2.008 0.987  -0.124
21 C 1.718 -2.722 2.167  0.001
22 N 0.928 -2.654 -0.116  -0.052
23 C 1.034 -3.953 -0.477  -0.043
24 C 0.240 -4.141 -1.576  -0.025
25 C -0.321 -2.880 -1.825  -0.121
26 N 0.103 -1.985 -0.947  0.004
27 H 2.936 -2.302 5.328  0.077
28 H 3.062 -3.806 4.413  0.082
29 H 1.483 -3.224 4.935  0.083
30 H 3.125 -0.301 4.035  0.119
31 H 2.825 0.945 1.943  0.130
32 H 4.361 0.032 0.599  0.097
33 H 6.317 1.028 -0.395  0.112
34 H 7.369 2.286 -2.166  0.073
35 H 6.286 3.265 -3.154  0.080
36 H 6.874 1.719 -3.759  0.079
37 H 4.115 1.790 -3.942  0.110
38 H 2.882 0.930 -5.173  0.116
39 H 0.563 -0.022 -6.182  0.103
40 H -0.882 -0.708 -3.972  0.096
41 H 1.338 -3.736 2.235  0.124
42 H 1.675 -4.630 0.063  0.130
43 H 0.084 -5.054 -2.125  0.103
44 H -0.988 -2.592 -2.619  0.103
45 B -1.586 2.729 -3.326  -0.414
46 N -0.256 3.036 -2.562  -0.054
47 C 0.430 4.153 -2.830  -0.081
48 C 1.526 4.222 -1.990  -0.035
49 C 1.425 3.074 -1.216  -0.157
50 N 0.347 2.361 -1.559  -0.028
51 N -2.200 1.323 -2.986  -0.059
52 C -3.223 0.848 -3.699  -0.079
53 C -3.565 -0.410 -3.228  -0.029
54 C -2.676 -0.624 -2.188  -0.218
55 N -1.854 0.423 -2.043  -0.070
56 H -1.346 2.735 -4.514  0.073
57 H -2.406 3.576 -3.030  0.074
58 H 0.083 4.827 -3.599  0.126
59 H 2.282 4.987 -1.944  0.096
60 H 2.094 2.729 -0.448  0.107
61 H -3.643 1.441 -4.497  0.130
62 H -4.350 -1.061 -3.576  0.101
63 H -2.590 -1.484 -1.547  0.047
64 C -0.139 1.581 1.076  -0.232
65 C -1.346 2.441 1.406  -0.295
66 C -2.172 2.997 0.424  -0.057
67 C -3.252 3.804 0.754  -0.078
68 C -3.535 4.084 2.084  -0.100
69 C -2.724 3.545 3.074  -0.088
70 C -1.649 2.736 2.736  -0.060
71 H 0.130 1.003 1.953  0.022
72 H 0.696 2.253 0.885  0.042
73 H -1.980 2.794 -0.619  0.071
74 H -3.873 4.212 -0.035  0.102
75 H -4.378 4.711 2.345  0.096
76 H -2.933 3.746 4.118  0.100
77 H -1.038 2.307 3.524  0.113
78 C -3.265 -5.174 0.753  -0.098
79 C -2.163 -4.753 1.487  -0.088
80 C -1.809 -3.410 1.500  -0.111
81 C -2.528 -2.449 0.780  -0.314
82 C -3.658 -2.894 0.085  -0.124
83 C -4.020 -4.237 0.062  -0.089
84 Si -2.048 -0.598 0.906  0.762
85 C -1.985 -0.427 2.791  -0.320
86 C -3.151 -0.082 3.478  -0.105
87 C -3.173 0.001 4.865  -0.087
88 C -2.024 -0.266 5.600  -0.094
89 C -0.856 -0.622 4.938  -0.081
90 C -0.845 -0.700 3.550  -0.116
91 H -3.548 -6.220 0.742  0.097
92 H -1.586 -5.472 2.060  0.100
93 H -0.974 -3.095 2.118  0.080
94 H -4.289 -2.174 -0.428  0.093
95 H -4.904 -4.549 -0.483  0.099
96 H -3.333 0.065 0.565  0.010
97 H -4.052 0.148 2.918  0.100
98 H -4.088 0.282 5.373  0.100
99 H -2.039 -0.195 6.681  0.097
100 H 0.049 -0.830 5.501  0.096
101 H 0.079 -0.966 3.054  0.064

Calculated values
Total energy (Eh): -3397.8825
ΔE to the lowest compared entry with this formula, charge and spin (eV): 0.225
HOMO energy (eV): -7.5

=====

(3)
Molecular formula: C5H8OS
Method: DFT, ωB97M-V with the def2-TZVPD basis set

Last column: natural (NBO) charge in e.
Positions of all 15 atoms, in Å:
1 C -0.048 -1.469 0.270  -0.088
2 C 0.528 -1.118 -0.884  -0.472
3 C 0.558 1.142 -2.492  -0.892
4 C -0.444 -0.516 1.383  -0.503
5 C 0.160 0.873 1.326  -0.395
6 O 2.560 0.567 -0.808  -0.926
7 S 1.118 0.538 -1.022  1.544
8 H -0.572 -2.304 0.562  0.213
9 H 0.594 -1.709 -1.793  0.255
10 H 0.656 2.203 -2.623  0.226
11 H -0.386 0.806 -2.577  0.194
12 H -1.555 -0.326 1.506  0.232
13 H -0.157 -0.996 2.241  0.222
14 H -0.505 1.638 1.396  0.178
15 H 1.179 1.154 1.602  0.212

Calculated values
Total energy (Eh): -668.5210
ΔE to the lowest compared entry with this formula, charge and spin (eV): 5.920
HOMO energy (alpha / beta) (eV): -7.8 / -7.7

=====

(4)
Molecular formula: C3H9NOSi2
Method: DFT, ωB97M-V with the def2-TZVPD basis set

Last column: natural (NBO) charge in e.
Positions of all 16 atoms, in Å:
1 O -1.776 1.512 -0.634  -0.491
2 C -0.739 0.989 -0.434  0.794
3 C 0.650 0.641 -0.811  -0.691
4 Si 0.620 -0.517 -2.348  0.889
5 C 0.900 -0.260 0.396  -0.202
6 N -0.386 0.029 0.947  -1.006
7 Si -1.140 -0.099 2.436  1.098
8 H 1.166 1.505 -0.974  0.265
9 H -0.474 -1.478 -2.677  -0.127
10 H 1.856 -1.150 -2.430  -0.168
11 H 0.502 0.526 -3.285  -0.182
12 H 1.045 -1.351 0.260  0.186
13 H 1.806 0.112 0.912  0.188
14 H -2.422 0.439 2.132  -0.179
15 H -0.334 0.761 3.552  -0.190
16 H -1.273 -1.659 2.958  -0.184

Calculated values
Total energy (Eh): -828.5841
ΔE to the lowest compared entry with this formula, charge and spin (eV): 1.354
SMILES string: O=C1[C@H]([SiH3])CN1[SiH3]
HOMO energy (eV): -9.1

=====

(5)
Molecular formula: C63H53BrClF4N2O19
Method: DFT, ωB97M-V with the def2-TZVPD basis set

Last column: Löwdin charge in e.
Positions of all 143 atoms, in Å:
1 C 2.303 0.541 -0.113  0.135
2 C 1.189 -0.120 0.176  -0.090
3 C -0.104 -0.926 0.657  -0.136
4 C -1.509 -0.087 0.447  -0.373
5 C -1.556 0.910 1.725  -0.167
6 C -2.194 2.375 1.431  -0.179
7 C -1.052 3.547 1.262  -0.169
8 O -1.613 4.827 1.740  -0.269
9 C -2.837 5.153 1.023  -0.120
10 C -1.493 0.710 -0.996  -0.108
11 N -2.825 0.739 -1.677  -0.036
12 C -3.320 -0.664 -2.001  -0.680
13 Cl -5.108 -0.542 -2.312  0.740
14 C -2.618 -1.074 -3.435  -0.142
15 O -3.111 -0.173 -4.466  -0.031
16 C -2.068 0.614 -5.047  -0.372
17 F -1.167 1.213 -4.099  0.088
18 F -1.406 -0.117 -6.092  0.071
19 F -2.732 1.729 -5.708  0.073
20 C -2.822 -1.762 -0.931  -0.269
21 C -3.519 -3.195 -0.948  -0.037
22 C -5.018 -3.357 -0.469  -0.289
23 O -5.389 -3.499 0.749  0.039
24 F -6.112 -3.410 -1.439  -0.017
25 N -2.643 -1.124 0.439  -0.339
26 Br -4.267 -0.407 1.134  1.015
27 H 3.405 0.892 -0.262  0.041
28 H -0.007 -1.041 1.815  0.107
29 H -0.173 -2.004 0.245  0.116
30 H -0.436 1.126 1.990  0.122
31 H -1.973 0.409 2.695  0.124
32 H -2.983 2.397 0.596  0.085
33 H -2.761 2.671 2.410  0.138
34 H -0.656 3.637 0.186  0.127
35 H -0.223 3.285 2.041  0.140
36 H -3.791 4.810 1.599  0.108
37 H -2.849 4.658 -0.020  0.097
38 H -2.974 6.300 0.849  0.113
39 H -0.810 0.046 -1.676  0.126
40 H -0.957 1.727 -0.934  0.142
41 H -3.543 1.255 -1.145  0.075
42 H -3.048 -2.127 -3.691  0.148
43 H -1.474 -1.156 -3.364  0.149
44 H -1.724 -2.001 -1.270  0.170
45 H -2.860 -3.920 -0.310  0.138
46 H -3.440 -3.614 -2.036  0.153
47 H -2.315 -1.893 1.080  0.107
48 C -7.756 2.004 4.257  0.022
49 C -8.942 1.543 4.657  0.032
50 C -9.852 0.852 3.720  -0.379
51 O -10.934 0.432 4.083  0.125
52 C -9.396 0.691 2.323  0.033
53 C -8.210 1.152 1.923  0.014
54 C -7.301 1.843 2.861  -0.394
55 O -6.214 2.264 2.496  0.054
56 H -7.078 2.514 4.930  0.124
57 H -9.291 1.652 5.677  0.128
58 H -10.074 0.181 1.649  0.128
59 H -7.861 1.043 0.903  0.118
60 C 6.480 0.545 0.466  0.021
61 C 7.465 0.494 1.364  0.021
62 C 8.046 1.727 1.935  -0.377
63 O 8.946 1.682 2.753  0.117
64 C 7.492 3.018 1.474  0.030
65 C 6.507 3.068 0.576  0.026
66 C 5.926 1.835 0.006  -0.374
67 O 5.022 1.881 -0.816  0.051
68 H 6.043 -0.348 0.037  0.115
69 H 7.880 -0.442 1.712  0.104
70 H 7.928 3.911 1.903  0.127
71 H 6.090 4.005 0.227  0.124
72 C 8.474 -3.835 -1.211  0.022
73 C 9.475 -4.309 -1.955  0.028
74 C 10.820 -3.699 -1.909  -0.381
75 O 11.733 -4.130 -2.589  0.119
76 C 11.014 -2.545 -1.007  0.032
77 C 10.013 -2.071 -0.263  0.027
78 C 8.668 -2.681 -0.309  -0.366
79 O 7.753 -2.249 0.372  0.071
80 H 7.482 -4.269 -1.233  0.121
81 H 9.350 -5.155 -2.621  0.126
82 H 12.006 -2.110 -0.985  0.127
83 H 10.138 -1.226 0.403  0.121
84 C -3.829 -1.785 -8.414  0.030
85 C -2.564 -2.200 -8.332  0.021
86 C -1.995 -3.127 -9.332  -0.371
87 O -0.839 -3.508 -9.256  0.086
88 C -2.880 -3.575 -10.427  0.029
89 C -4.145 -3.159 -10.509  0.028
90 C -4.715 -2.233 -9.509  -0.383
91 O -5.869 -1.852 -9.584  0.114
92 H -4.263 -1.107 -7.689  0.121
93 H -1.903 -1.881 -7.536  0.097
94 H -2.446 -4.253 -11.151  0.126
95 H -4.807 -3.479 -11.305  0.126
96 C -1.591 -5.813 4.453  0.048
97 C -1.923 -5.328 3.255  0.034
98 C -1.264 -4.126 2.707  -0.339
99 O -1.571 -3.679 1.607  0.031
100 C -0.223 -3.482 3.533  0.036
101 C 0.109 -3.966 4.730  0.047
102 C -0.549 -5.169 5.280  -0.362
103 O -0.245 -5.612 6.371  0.138
104 H -2.065 -6.693 4.871  0.134
105 H -2.684 -5.787 2.636  0.127
106 H 0.250 -2.603 3.115  0.104
107 H 0.869 -3.506 5.348  0.109
108 C 3.873 -0.806 -9.513  0.023
109 C 3.930 0.074 -8.512  0.020
110 C 2.792 0.257 -7.587  -0.389
111 O 2.842 1.061 -6.673  0.095
112 C 1.591 -0.574 -7.812  0.022
113 C 1.534 -1.454 -8.814  0.034
114 C 2.672 -1.636 -9.739  -0.377
115 O 2.622 -2.441 -10.652  0.115
116 H 4.697 -0.952 -10.201  0.123
117 H 4.803 0.690 -8.332  0.122
118 H 0.767 -0.427 -7.125  0.096
119 H 0.660 -2.069 -8.993  0.084
120 C 2.187 0.269 9.132  0.031
121 C 1.418 0.345 8.044  0.020
122 C 0.927 -0.872 7.365  -0.385
123 O 0.225 -0.803 6.369  0.075
124 C 1.320 -2.176 7.938  0.018
125 C 2.089 -2.253 9.026  0.037
126 C 2.579 -1.036 9.705  -0.379
127 O 3.279 -1.105 10.698  0.123
128 H 2.555 1.151 9.641  0.127
129 H 1.120 1.293 7.612  0.122
130 H 0.951 -3.058 7.429  0.095
131 H 2.386 -3.201 9.457  0.129
132 C -0.629 8.482 5.760  0.022
133 C 0.637 8.066 5.834  0.021
134 C 1.199 7.136 4.832  -0.388
135 O 2.354 6.754 4.900  0.098
136 C 0.305 6.688 3.744  0.024
137 C -0.960 7.104 3.669  0.026
138 C -1.522 8.033 4.671  -0.380
139 O -2.677 8.414 4.603  0.106
140 H -1.056 9.162 6.486  0.124
141 H 1.305 8.386 6.625  0.123
142 H 0.733 6.008 3.017  0.116
143 H -1.626 6.783 2.879  0.092

Calculated values
Total energy (Eh): -7404.3963
ΔE to the lowest compared entry with this formula, charge and spin (eV): 3.881
Net charge: +1
HOMO energy (eV): -11.4